Entry a
Molecular formula: C4H6FN3
Method: DFT, ωB97M-V/def2-TZVPD

Cartesian coordinates (Å):
C1 -0.361 0.340 -0.096
C2 0.486 -0.979 0.057
C3 1.754 -0.207 -0.005
C4 1.519 1.130 0.162
H1 -3.428 -0.474 -0.236
H2 -1.862 -1.431 -0.350
H3 0.391 -1.597 -0.955
H4 0.375 -1.534 0.948
H5 2.271 1.941 0.119
H6 -0.277 2.199 0.541
N1 -2.458 -0.689 0.163
N2 -1.663 0.492 -0.101
N3 0.220 1.494 -0.187
F1 3.033 -0.687 -0.060

Output
HOMO energy   -7.86 eV
Kohn-Sham gap   8.66 eV
Spin multiplicity   1
LUMO   0.792 eV

***

Entry b
Molecular formula: C4H6FN3
Method: DFT, ωB97M-V/def2-TZVPD

Cartesian coordinates (Å):
C1 0.934 0.369 1.386
C2 -0.590 0.303 1.531
C3 -1.128 -0.057 0.377
C4 -0.144 -0.273 -0.680
H1 2.974 0.665 -0.204
H2 2.584 -0.555 -1.150
H3 1.383 1.350 1.629
H4 1.440 -0.449 1.969
H5 -1.155 0.600 2.419
H6 0.453 -0.708 -2.455
N1 2.227 0.353 -0.796
N2 1.046 0.135 -0.068
N3 -0.442 -0.648 -1.868
F1 -2.437 -0.205 0.137

Output
HOMO energy   -8.47 eV
Kohn-Sham gap   9.11 eV
Spin multiplicity   1
LUMO   0.643 eV

***

Bottom line: entry b, by a margin of 39.7 kcal/mol.

***

Entry a
Molecular formula: C3H9NO2
Method: DFT, ωB97M-V/def2-TZVPD

Cartesian coordinates (Å):
C1 -1.279 0.141 1.894
N1 -0.986 -1.348 1.881
H1 2.530 -0.158 -0.056
H2 -0.543 -1.534 0.869
H3 -0.160 -1.426 2.555
H4 -0.306 0.645 1.752
H5 -1.589 0.460 2.870
H6 -2.030 0.242 0.986
C2 0.229 0.687 -2.331
C3 1.010 0.109 -1.164
O1 1.040 -1.106 -0.889
O2 1.914 0.729 -0.303
H7 0.730 0.146 -3.154
H8 0.331 1.728 -2.646
H9 -0.891 0.682 -2.263

Output
HOMO energy (alpha / beta)   -14.27 / -14.25 eV
Net charge   +1
Kohn-Sham gap (alpha / beta)   10.47 / 4.86 eV
Spin multiplicity   2
LUMO (alpha / beta)   -3.793 / -9.395 eV

***

Entry b
Molecular formula: C3H9NO2
Method: DFT, ωB97M-V/def2-TZVPD

Cartesian coordinates (Å):
C1 1.642 -0.098 -1.269
C2 0.642 -0.782 -0.269
C3 -0.713 -0.837 -0.811
O1 -1.576 -1.724 -0.417
N1 1.340 1.289 -1.032
H1 1.616 -0.451 -2.267
H2 2.687 -0.366 -0.890
H3 0.574 -0.499 0.791
H4 1.157 -1.692 -0.049
H5 -1.026 0.125 -1.451
H6 0.721 1.645 -1.867
H7 0.835 1.563 -0.163
H8 -0.397 1.310 2.953
H9 -1.553 1.452 3.927
O2 -1.351 1.497 2.958

Output
HOMO energy (alpha / beta)   -14.71 / -14.70 eV
Net charge   +1
Kohn-Sham gap (alpha / beta)   10.23 / 5.57 eV
Spin multiplicity   2
LUMO (alpha / beta)   -4.476 / -9.128 eV

***

Bottom line: entry a, by a margin of 6.0 kcal/mol.

***

Entry a
Molecular formula: C5H12NO
Method: DFT, ωB97M-V/def2-TZVPD

Cartesian coordinates (Å):
C1 -0.936 0.071 0.034
C2 2.813 -0.333 -0.449
C3 3.065 1.053 -0.046
C4 -3.416 -0.077 -0.469
C5 -2.290 -0.526 0.561
N1 0.229 -0.389 0.226
O1 3.310 -1.367 0.058
H1 -1.170 1.030 -0.499
H2 2.470 1.422 0.826
H3 3.053 1.760 -0.832
H4 4.147 0.928 0.328
H5 -4.367 -0.563 -0.363
H6 -3.036 -0.120 -1.472
H7 -3.574 1.048 -0.339
H8 -2.304 -1.591 0.594
H9 -2.479 0.148 1.339
H10 0.136 -1.174 0.830
H11 2.131 -0.554 -1.283
H12 3.903 -1.181 0.879

Output
HOMO energy   -13.88 eV
Net charge   +1
Kohn-Sham gap   8.81 eV
Spin multiplicity   1
LUMO   -5.069 eV

***

Entry b
Molecular formula: C5H12NO
Method: DFT, ωB97M-V/def2-TZVPD

Cartesian coordinates (Å):
C1 0.609 -2.103 -0.834
O1 1.824 -2.010 -1.588
C2 0.627 -0.858 0.083
C3 -0.156 0.310 -0.558
C4 -0.535 1.395 0.380
C5 0.288 2.386 0.688
N1 -1.737 1.083 1.187
H1 -0.223 -2.103 -1.541
H2 0.550 -3.023 -0.244
H3 1.928 -2.792 -2.116
H4 1.651 -0.524 0.193
H5 0.152 -1.164 1.024
H6 0.538 0.789 -1.266
H7 -0.848 0.026 -1.356
H8 1.284 2.560 0.312
H9 -0.007 3.151 1.406
H10 -1.664 1.416 2.153
H11 -1.707 0.079 1.360
H12 -2.575 1.380 0.716

Output
HOMO energy   -13.50 eV
Net charge   +1
Kohn-Sham gap   9.71 eV
Spin multiplicity   1
LUMO   -3.783 eV

***

Bottom line: entry b, by a margin of 24.1 kcal/mol.

***

Entry a
Molecular formula: C16H16N2O4
Method: DFT, ωB97M-V/def2-TZVPD

Cartesian coordinates (Å):
O1 0.286 2.380 -0.586
O2 4.138 -2.008 -2.691
O3 2.477 -0.994 -3.696
O4 -2.164 0.544 2.123
C1 -0.672 2.034 -1.260
C2 -1.023 2.930 -2.369
C3 -2.110 2.657 -3.185
C4 -2.871 1.428 -2.931
C5 -2.522 0.635 -1.846
C6 2.898 -1.688 -0.185
C7 1.026 -0.770 -1.402
C8 2.274 -1.550 1.023
C9 2.340 -1.308 -1.425
C10 0.383 -0.617 -0.181
C11 1.015 -0.943 1.026
N1 -1.456 0.913 -0.964
N2 3.023 -1.456 -2.675
C12 0.870 0.145 3.299
C13 -0.577 -1.785 2.724
C14 -0.999 -0.095 0.028
C15 -0.927 0.397 1.458
C16 0.104 -0.550 2.184
H1 -1.998 0.921 3.013
H2 -0.429 3.841 -2.584
H3 -2.386 3.350 -3.972
H4 -3.735 1.114 -3.556
H5 -3.137 -0.254 -1.677
H6 3.914 -2.138 -0.185
H7 0.500 -0.405 -2.294
H8 2.768 -1.883 1.937
H9 1.510 0.978 2.906
H10 1.550 -0.548 3.825
H11 0.233 0.626 4.014
H12 -1.033 -1.576 3.688
H13 -1.287 -2.159 1.971
H14 0.141 -2.572 2.922
H15 -1.651 -0.950 0.075
H16 -0.475 1.357 1.446

Output
HOMO energy   -8.56 eV
Kohn-Sham gap   7.86 eV
Spin multiplicity   1
LUMO   -0.703 eV

***

Entry b
Molecular formula: C16H16N2O4
Method: DFT, ωB97M-V/def2-TZVPD

Cartesian coordinates (Å):
O1 -1.957 -0.362 -1.029
C1 -1.082 -1.074 -1.470
N1 -0.168 -0.640 -2.370
H1 0.562 -1.256 -2.688
C2 -0.139 0.727 -2.844
C3 1.087 1.457 -2.392
C4 2.412 1.134 -2.462
C5 3.113 2.214 -1.871
C6 2.162 3.108 -1.490
O2 0.937 2.656 -1.799
H2 2.227 4.064 -1.010
H3 4.173 2.305 -1.752
H4 2.842 0.249 -2.885
H5 -0.204 0.732 -3.939
H6 -1.019 1.225 -2.428
C7 -0.919 -2.526 -1.051
H7 -0.337 -3.094 -1.776
C8 -0.257 -2.619 0.336
N2 -0.881 -1.705 1.270
C9 -2.108 -2.067 1.737
O3 -2.592 -3.157 1.520
C10 -2.838 -0.984 2.509
H8 -3.374 -0.371 1.765
O4 -1.996 -0.173 3.296
C11 -0.888 0.277 2.636
C12 -0.307 1.462 3.060
C13 0.823 1.948 2.429
C14 1.360 1.256 1.360
C15 0.790 0.068 0.936
C16 -0.326 -0.454 1.579
H9 1.233 -0.441 0.095
H10 2.233 1.634 0.850
H11 1.273 2.869 2.765
H12 -0.759 1.983 3.889
H13 -3.563 -1.440 3.185
H14 -0.406 -3.631 0.725
H15 0.812 -2.413 0.288
H16 -1.917 -2.959 -0.971

Output
HOMO energy   -8.12 eV
Kohn-Sham gap   8.70 eV
Spin multiplicity   1
LUMO   0.580 eV

***

Bottom line: entry b, by a margin of 75.1 kcal/mol.

***

Entry a
Molecular formula: C2H2N2O
Method: DFT, ωB97M-V/def2-TZVPD

Cartesian coordinates (Å):
O1 0.132 -0.861 0.037
C1 1.288 -0.334 -0.062
N1 0.193 1.817 -0.458
N2 -0.826 1.407 -0.240
C2 -1.141 -0.468 -0.177
H1 2.005 -1.181 -0.075
H2 -1.618 -0.494 0.821

Output
HOMO energy   -9.27 eV
Kohn-Sham gap   9.16 eV
Spin multiplicity   1
LUMO   -0.105 eV

***

Entry b
Molecular formula: C2H2N2O
Method: DFT, ωB97M-V/def2-TZVPD

Cartesian coordinates (Å):
O1 0.159 -2.371 0.075
C1 0.244 -1.329 -0.522
C2 0.742 -0.077 0.061
N1 0.115 0.825 0.531
N2 -0.465 1.757 1.087
H1 -0.038 -1.214 -1.587
H2 -0.758 2.409 0.353

Output
HOMO energy   -9.67 eV
Kohn-Sham gap   9.84 eV
Spin multiplicity   1
LUMO   0.164 eV

***

Bottom line: entry b, by a margin of 66.9 kcal/mol.

***

Entry a
Molecular formula: C3H4NOS2
Method: DFT, ωB97M-V/def2-TZVPD

Cartesian coordinates (Å):
C1 1.737 0.906 -0.406
C2 -2.872 1.101 0.653
C3 0.154 -1.964 0.038
N1 0.553 0.776 -0.013
O1 -3.877 0.912 0.196
S1 -0.778 -3.124 0.459
S2 -0.660 -0.432 0.160
H1 2.488 0.159 -0.589
H2 2.059 1.905 -0.613
H3 -0.021 1.673 0.108
H4 1.216 -1.912 0.006

Output
HOMO energy   -13.51 eV
Net charge   +1
Kohn-Sham gap   7.92 eV
Spin multiplicity   1
LUMO   -5.583 eV

***

Entry b
Molecular formula: C3H4NOS2
Method: DFT, ωB97M-V/def2-TZVPD

Cartesian coordinates (Å):
C1 1.034 -0.853 -0.426
C2 -0.391 -0.434 -0.800
C3 0.588 1.532 0.473
N1 -1.079 -0.826 0.395
O1 1.679 -1.704 -0.782
S1 1.683 0.357 0.986
S2 -0.489 1.378 -0.777
H1 -0.902 -0.994 -1.581
H2 0.632 2.639 0.872
H3 -2.050 -0.484 0.359
H4 -0.703 -0.611 1.282

Output
HOMO energy   -14.55 eV
Net charge   +1
Kohn-Sham gap   8.20 eV
Spin multiplicity   1
LUMO   -6.350 eV

***

Bottom line: entry b, by a margin of 25.5 kcal/mol.